(1)
{
  "formula": "CH2BrO3P",
  "method": "ωB97M-V with the def2-TZVPD basis set",
  "total_charge": -2,
  "homo_energy_ev": 0.82,
  "relative_energy_kcal_mol": 27.1,
  "max_force_ev_per_a": 2.92,
  "lumo_ev": 5.938,
  "gap_ev": 5.12,
  "mol_weight_g_mol": 172.90,
  "symbols": ["Br", "P", "O", "O", "O", "C", "H", "H"],
  "coordinates": [[2.929, 1.165, 0.920], [-1.294, -0.605, -1.068], [-0.371, -1.308, -1.959], [-2.135, -1.314, -0.049], [-1.762, 0.765, -1.556], [1.090, 0.205, 0.957], [0.443, 1.022, 0.604], [1.099, 0.070, 2.152]],
  "forces_ev_per_angstrom": [[0.39, 0.23, -0.19], [-2.31, 1.55, -0.87], [0.99, -0.98, -0.39], [0.70, 0.30, -0.03], [0.64, -1.07, 1.15], [0.29, -0.77, 1.95], [0.02, 0.17, 0.75], [-0.72, 0.57, -2.37]]
}



(2)
{
  "formula": "C3H2N2O3",
  "method": "ωB97M-V with the def2-TZVPD basis set",
  "homo_energy_ev": -10.68,
  "relative_energy_kcal_mol": 166.0,
  "max_force_ev_per_a": 7.34,
  "lumo_ev": -1.694,
  "gap_ev": 8.99,
  "mol_weight_g_mol": 114.06,
  "symbols": ["O", "O", "O", "N", "N", "C", "C", "C", "H", "H"],
  "coordinates": [[0.517, 1.952, -0.211], [-2.196, 0.432, 0.131], [2.260, -0.195, 0.201], [0.390, -1.603, -0.218], [0.034, 0.610, -0.081], [1.023, -0.337, 0.067], [-1.091, -0.008, -0.048], [-0.833, -1.447, 0.096], [-0.630, 2.509, 0.631], [-1.577, -2.304, -0.192]],
  "forces_ev_per_angstrom": [[-6.36, 0.15, 3.66], [-1.03, 1.45, -0.71], [-4.84, -0.15, -0.09], [1.04, -1.44, 1.97], [6.14, 2.82, -0.65], [5.59, -0.62, -1.50], [-5.71, -0.18, 2.72], [0.11, -2.43, -3.60], [3.98, -1.50, -3.01], [1.10, 1.90, 1.22]]
}



(3)
{
  "formula": "C9H9NO2",
  "method": "ωB97M-V with the def2-TZVPD basis set",
  "homo_energy_ev": -9.52,
  "relative_energy_kcal_mol": 55.0,
  "max_force_ev_per_a": 4.31,
  "lumo_ev": 0.513,
  "gap_ev": 10.03,
  "mol_weight_g_mol": 163.18,
  "symbols": ["O", "O", "N", "C", "C", "C", "C", "C", "C", "C", "C", "C", "H", "H", "H", "H", "H", "H", "H", "H", "H"],
  "coordinates": [[1.473, 1.987, -0.489], [3.664, 1.605, 0.072], [1.666, 0.594, 0.989], [-0.822, -1.316, -2.063], [0.479, 1.282, 0.229], [-2.169, -1.315, -1.679], [0.046, -0.520, -1.405], [-1.722, 0.225, 0.066], [1.472, -0.214, 2.208], [2.504, 1.379, 0.227], [-2.555, -0.662, -0.504], [-0.410, 0.356, -0.453], [-1.975, 0.605, 0.995], [-0.064, 1.906, 0.992], [-3.623, -0.552, -0.314], [-2.940, -2.056, -2.013], [2.380, -0.474, 2.765], [1.071, -0.324, -1.752], [1.060, 0.474, 2.973], [0.861, -1.018, 1.839], [-0.395, -1.961, -2.682]],
  "forces_ev_per_angstrom": [[-0.17, 0.11, -0.65], [-0.23, -0.44, 0.45], [-1.43, 0.67, -0.92], [-2.70, 0.93, 2.24], [1.91, -0.24, 3.34], [-0.53, -1.93, 0.82], [1.38, 2.48, -0.35], [2.81, -0.35, -0.71], [1.04, 2.18, -0.08], [0.15, 0.22, 0.26], [-1.76, 0.37, -2.49], [-1.46, -0.23, 1.25], [-0.50, 1.54, 1.45], [0.42, -0.21, -0.98], [0.21, -0.76, 0.53], [1.06, 0.83, -0.48], [0.19, -0.57, -1.02], [-0.32, -0.68, 0.14], [-0.83, -0.60, -0.44], [-0.29, -0.59, 0.83], [1.05, -2.70, -3.18]]
}



(4)
{
  "formula": "C6H8OS",
  "method": "ωB97M-V with the def2-TZVPD basis set",
  "homo_energy_ev": -8.84,
  "relative_energy_kcal_mol": 15.3,
  "max_force_ev_per_a": 3.16,
  "lumo_ev": -0.229,
  "gap_ev": 8.61,
  "mol_weight_g_mol": 128.20,
  "symbols": ["S", "O", "C", "C", "C", "C", "C", "C", "H", "H", "H", "H", "H", "H", "H", "H"],
  "coordinates": [[-2.707, 0.088, -0.175], [2.272, 0.529, -0.386], [-0.029, 0.676, 0.275], [-1.159, -0.278, 0.026], [-0.191, 2.098, -0.116], [1.219, 0.058, -0.095], [-0.507, -1.631, -0.223], [0.951, -1.446, 0.079], [-0.748, -1.918, -1.256], [1.199, -1.720, 1.155], [-1.042, -2.389, 0.423], [1.607, -2.051, -0.564], [-0.093, 0.634, 1.378], [-0.157, 2.173, -1.157], [-1.155, 2.440, 0.211], [0.539, 2.737, 0.426]],
  "forces_ev_per_angstrom": [[-0.23, 0.00, 0.25], [0.63, 0.93, -0.41], [-1.92, 1.65, 1.44], [0.60, -0.32, -1.57], [-0.03, 0.88, 1.94], [0.55, -3.05, 0.60], [-1.89, -0.86, 1.07], [1.41, -0.94, 0.40], [0.30, 0.10, 0.18], [-0.27, 0.38, -1.20], [0.69, 0.63, -0.69], [-0.11, 0.25, 0.27], [0.63, 0.04, 0.17], [0.35, 0.52, -1.67], [-0.57, 0.19, 0.03], [-0.15, -0.40, -0.80]]
}